# 1
145
Properties=species:S:1:pos:R:3:lowdin_charge:R:1 method="wB97M-V/def2-TZVPD" orbital_gap_ha=0.3275 smiles=COC[C@H](C)N.COC[C@H](C)N.COC[C@H](C)N.COC[C@H](C)N.COC[C@H](C)N.OCCO.OCCO.OCCO.OCCO.OCCO.OCCO max_force_ha_per_bohr=0.071
C 0.743 1.749 4.896 -0.08
O 1.979 1.038 4.522 -0.22
C 2.392 0.263 5.642 -0.24
C 3.838 -0.181 5.359 -0.40
C 4.719 1.081 5.563 -0.06
N 3.898 -0.778 4.025 0.04
H 0.999 2.404 5.730 0.08
H -0.146 1.096 5.162 0.10
H 0.515 2.403 4.049 0.07
H 2.311 0.933 6.542 0.12
H 1.698 -0.598 5.850 0.13
H 4.103 -1.000 6.034 0.13
H 4.513 1.902 4.880 0.08
H 5.799 1.005 5.492 0.06
H 4.667 1.330 6.605 0.06
H 3.616 -0.098 3.310 0.05
H 3.198 -1.551 3.960 0.08
C 8.918 0.516 1.804 -0.15
O 7.820 1.367 1.830 -0.19
C 6.565 0.608 1.841 -0.17
C 6.050 0.120 0.490 -0.46
C 5.861 1.250 -0.504 -0.06
N 4.847 -0.634 0.751 0.05
H 8.899 -0.273 2.604 0.10
H 9.747 1.163 2.026 0.08
H 9.050 -0.022 0.904 0.07
H 6.728 -0.277 2.469 0.11
H 5.807 1.244 2.410 0.14
H 6.829 -0.491 0.023 0.13
H 4.980 1.837 -0.231 0.08
H 5.800 1.017 -1.572 0.07
H 6.641 1.977 -0.370 0.06
H 5.026 -1.337 1.481 0.08
H 4.347 -1.099 0.014 0.07
C -4.661 -1.535 -4.632 -0.11
O -3.900 -1.009 -3.575 -0.21
C -4.409 -1.494 -2.357 -0.23
C -3.882 -0.761 -1.134 -0.37
C -4.386 0.706 -1.182 -0.04
N -2.393 -0.806 -1.031 0.07
H -4.709 -2.630 -4.543 0.10
H -4.265 -1.215 -5.613 0.09
H -5.648 -1.114 -4.594 0.08
H -5.514 -1.372 -2.377 0.13
H -4.211 -2.584 -2.246 0.13
H -4.269 -1.277 -0.290 0.13
H -4.119 1.155 -2.145 0.08
H -3.818 1.185 -0.391 0.06
H -5.442 0.837 -1.072 0.07
H -2.074 -1.780 -1.094 0.08
H -1.905 -0.290 -1.778 0.06
C -1.386 -3.252 -7.934 -0.12
O -0.774 -2.807 -6.793 -0.16
C -1.317 -1.691 -6.235 -0.23
C -0.438 -1.186 -5.106 -0.38
C -0.334 -2.184 -3.944 -0.02
N -0.919 0.058 -4.472 0.04
H -0.809 -4.106 -8.240 0.09
H -1.550 -2.427 -8.642 0.09
H -2.401 -3.612 -7.741 0.09
H -1.346 -0.861 -6.952 0.14
H -2.273 -1.939 -5.830 0.10
H 0.530 -0.832 -5.422 0.11
H -1.310 -2.335 -3.499 0.07
H 0.379 -1.840 -3.214 0.07
H -0.036 -3.160 -4.361 0.09
H -1.873 -0.171 -4.097 0.08
H -1.042 0.785 -5.185 0.09
C -0.762 4.378 1.569 -0.09
O -1.364 4.636 0.289 -0.20
C -2.776 4.489 0.383 -0.23
C -3.437 4.584 -0.986 -0.47
C -3.117 5.962 -1.655 -0.04
N -4.830 4.390 -0.788 0.03
H -1.075 3.374 1.949 0.07
H -1.044 5.097 2.332 0.08
H 0.334 4.371 1.475 0.09
H -3.062 3.501 0.858 0.12
H -3.318 5.336 0.936 0.15
H -3.056 3.726 -1.564 0.13
H -3.344 5.943 -2.727 0.07
H -2.032 6.240 -1.588 0.08
H -3.704 6.738 -1.170 0.07
H -5.298 4.450 -1.691 0.08
H -5.217 5.210 -0.342 0.07
O -3.455 0.307 4.167 -0.06
C -3.318 1.478 3.436 -0.29
C -3.668 2.613 4.394 -0.21
O -2.573 2.864 5.358 -0.08
H -3.402 -0.548 3.711 0.07
H -2.315 1.679 2.959 0.11
H -4.114 1.612 2.646 0.12
H -4.678 2.454 4.812 0.13
H -3.721 3.523 3.864 0.09
H -2.738 2.283 6.102 0.07
O -0.941 -6.648 1.294 -0.05
C -2.024 -6.258 0.456 -0.22
C -2.463 -4.856 0.679 -0.33
O -1.616 -3.960 0.149 -0.05
H -0.532 -7.410 0.909 0.09
H -1.762 -6.315 -0.580 0.12
H -2.859 -6.929 0.668 0.12
H -2.612 -4.597 1.721 0.11
H -3.498 -4.787 0.316 0.13
H -1.194 -3.429 0.884 0.09
O 0.105 0.857 -1.890 -0.15
C 0.221 2.113 -1.244 -0.23
C 0.535 3.133 -2.280 -0.22
O -0.538 3.211 -3.224 -0.05
H -0.211 0.925 -2.836 0.05
H -0.772 2.371 -0.786 0.13
H 1.007 2.035 -0.465 0.13
H 1.454 2.968 -2.850 0.12
H 0.602 4.106 -1.792 0.12
H -0.122 3.315 -4.057 0.06
O -2.352 -2.413 3.116 -0.09
C -1.486 -2.865 4.112 -0.27
C -0.931 -4.209 3.815 -0.18
O -0.211 -4.223 2.531 -0.09
H -1.777 -1.844 2.514 0.04
H -0.646 -2.176 4.254 0.12
H -2.070 -2.964 5.011 0.12
H -1.697 -4.960 3.834 0.11
H -0.234 -4.422 4.639 0.13
H -0.293 -5.106 2.186 0.05
O 2.727 0.215 -2.295 -0.10
C 2.601 0.551 -3.685 -0.24
C 3.366 -0.517 -4.509 -0.22
O 3.037 -0.242 -5.853 -0.05
H 1.781 0.190 -1.967 0.06
H 1.571 0.654 -4.055 0.09
H 3.060 1.531 -3.826 0.11
H 2.999 -1.526 -4.303 0.12
H 4.361 -0.352 -4.254 0.10
H 3.820 -0.160 -6.349 0.06
O 1.306 -2.032 2.468 -0.07
C 1.256 -1.038 1.450 -0.23
C 0.136 -0.086 1.599 -0.17
O -1.101 -0.818 1.513 -0.08
H 0.660 -2.729 2.246 0.04
H 2.173 -0.437 1.514 0.11
H 1.251 -1.481 0.452 0.13
H 0.191 0.647 0.851 0.08
H 0.170 0.426 2.558 0.11
H -1.608 -0.571 0.756 0.03



# 2
75
Properties=species:S:1:pos:R:3:lowdin_charge:R:1 method="wB97M-V/def2-TZVPD" orbital_gap_ha=0.3140 smiles="O=S(=O)(O)CCCc1ccc2nccnc2c1.COCCOCCOC.COCCOCCOC" max_force_ha_per_bohr=0.009
O -3.169 -2.134 0.092 -0.27
S -2.464 -1.196 -0.724 0.57
O -1.164 -0.747 -0.342 -0.27
O -2.293 -1.820 -2.180 -0.15
C -3.487 0.223 -1.018 -0.22
C -3.928 0.840 0.320 -0.20
C -5.404 1.260 0.328 -0.15
C -6.387 0.214 -0.139 -0.23
C -7.405 0.583 -1.057 -0.03
C -8.313 -0.320 -1.507 -0.01
C -8.257 -1.656 -1.067 -0.22
N -9.174 -2.554 -1.530 0.12
C -9.054 -3.775 -1.087 -0.12
C -8.031 -4.162 -0.170 -0.11
N -7.149 -3.323 0.295 0.13
C -7.245 -2.037 -0.152 -0.20
C -6.320 -1.078 0.298 0.03
H -3.140 -1.832 -2.649 0.10
H -2.862 0.897 -1.604 0.11
H -4.333 -0.090 -1.632 0.10
H -3.330 1.736 0.490 0.12
H -3.715 0.164 1.148 0.11
H -5.523 2.151 -0.295 0.11
H -5.665 1.567 1.345 0.13
H -7.448 1.609 -1.403 0.11
H -9.088 -0.048 -2.212 0.12
H -9.769 -4.516 -1.433 0.10
H -7.976 -5.196 0.161 0.10
H -5.551 -1.397 0.991 0.12
C 1.129 -4.270 -1.560 -0.11
O 2.001 -3.199 -1.839 -0.19
C 1.908 -2.142 -0.896 -0.20
C 3.241 -1.464 -0.694 -0.18
O 4.176 -2.212 0.065 -0.12
C 4.836 -3.293 -0.566 -0.19
C 5.936 -2.884 -1.518 -0.21
O 5.413 -2.367 -2.728 -0.19
C 6.225 -1.378 -3.315 -0.12
H 0.080 -3.987 -1.708 0.08
H 1.376 -5.078 -2.247 0.09
H 1.255 -4.630 -0.533 0.09
H 1.545 -2.517 0.068 0.13
H 1.187 -1.402 -1.263 0.11
H 3.054 -0.570 -0.095 0.10
H 3.664 -1.143 -1.649 0.12
H 4.130 -3.966 -1.057 0.12
H 5.312 -3.841 0.251 0.13
H 6.547 -3.770 -1.740 0.13
H 6.575 -2.140 -1.028 0.13
H 6.460 -0.580 -2.600 0.09
H 5.667 -0.950 -4.146 0.09
H 7.163 -1.797 -3.697 0.09
C 1.202 1.913 0.845 -0.11
O 1.877 2.572 1.893 -0.19
C 2.845 1.761 2.535 -0.20
C 4.015 2.582 3.025 -0.18
O 4.891 3.023 2.002 -0.12
C 4.476 4.101 1.184 -0.19
C 4.558 5.457 1.844 -0.21
O 3.516 5.642 2.784 -0.20
C 3.877 6.462 3.871 -0.12
H 0.538 1.125 1.218 0.09
H 0.602 2.659 0.325 0.09
H 1.908 1.476 0.131 0.08
H 3.213 0.986 1.853 0.12
H 2.385 1.266 3.401 0.13
H 4.627 1.924 3.647 0.13
H 3.673 3.412 3.647 0.12
H 3.480 3.933 0.769 0.12
H 5.189 4.108 0.355 0.13
H 4.478 6.226 1.062 0.13
H 5.535 5.562 2.329 0.13
H 4.797 6.106 4.349 0.09
H 3.066 6.417 4.596 0.09
H 4.018 7.504 3.563 0.09



# 3
111
Properties=species:S:1:pos:R:3:lowdin_charge:R:1 method="wB97M-V/def2-TZVPD" orbital_gap_ha=0.2656 total_charge=+2 max_force_ha_per_bohr=0.009
Ta -0.556 -0.982 0.123 1.44
C 1.589 2.350 5.439 -0.01
C 0.453 2.801 4.523 -0.53
C -0.799 1.996 4.837 -0.06
C 0.139 4.286 4.715 -0.02
N 0.918 2.634 3.091 0.03
C 2.030 3.348 2.661 -0.02
C 2.186 3.123 1.344 0.00
N 1.176 2.269 0.959 0.06
B 0.682 1.866 -0.416 -0.72
N 1.672 1.764 -1.539 0.07
C 2.085 2.752 -2.412 0.00
C 2.867 2.168 -3.337 0.00
N 2.926 0.814 -3.048 0.03
C 2.183 0.585 -1.947 -0.56
S 1.950 -0.886 -1.078 0.80
C 3.701 -0.199 -3.852 -0.53
C 4.322 0.505 -5.056 -0.04
C 4.811 -0.774 -2.978 -0.02
C 2.745 -1.280 -4.352 -0.03
N -0.564 2.669 -0.787 0.05
C -0.841 3.999 -0.566 0.00
C -2.137 4.192 -0.877 -0.01
N -2.666 2.973 -1.270 0.04
C -1.684 2.053 -1.197 -0.53
S -1.713 0.345 -1.613 0.82
C -4.131 2.881 -1.639 -0.53
C -4.926 3.297 -0.403 -0.02
C -4.364 3.840 -2.805 -0.02
C -4.546 1.479 -2.056 -0.07
C 0.417 1.966 2.031 -0.54
S -0.967 0.892 1.937 0.79
H 1.278 2.479 6.475 0.10
H 2.500 2.931 5.298 0.09
H 1.821 1.296 5.282 0.08
H -1.056 2.206 5.875 0.11
H -0.639 0.924 4.749 0.05
H -1.646 2.284 4.218 0.07
H -0.214 4.443 5.732 0.10
H -0.646 4.604 4.028 0.10
H 1.012 4.920 4.567 0.08
H 2.613 3.952 3.330 0.13
H 2.929 3.483 0.654 0.14
H 0.217 0.768 -0.194 -0.07
H 1.772 3.777 -2.315 0.13
H 3.375 2.602 -4.176 0.13
H 5.031 1.278 -4.759 0.09
H 3.566 0.934 -5.715 0.10
H 4.873 -0.238 -5.629 0.10
H 5.484 0.015 -2.641 0.10
H 5.391 -1.485 -3.567 0.10
H 4.413 -1.296 -2.110 0.04
H 1.901 -0.835 -4.882 0.10
H 2.370 -1.894 -3.537 0.04
H 3.280 -1.926 -5.047 0.10
H -0.101 4.693 -0.206 0.14
H -2.725 5.089 -0.853 0.13
H -4.716 4.322 -0.099 0.08
H -4.712 2.631 0.434 0.10
H -5.990 3.232 -0.629 0.10
H -4.139 4.874 -2.549 0.08
H -5.414 3.795 -3.092 0.10
H -3.763 3.554 -3.669 0.10
H -4.431 0.755 -1.251 0.06
H -4.005 1.128 -2.933 0.07
H -5.604 1.527 -2.315 0.10
C -0.962 -2.044 3.806 -0.03
C -0.228 -2.393 2.539 -0.25
C -0.722 -3.359 1.638 -0.24
C -2.027 -4.072 1.867 -0.02
C 0.105 -3.827 0.593 -0.21
C -0.389 -4.970 -0.248 -0.01
C 1.442 -3.388 0.488 -0.23
C 2.333 -4.034 -0.540 -0.04
C 1.938 -2.442 1.407 -0.26
C 3.393 -2.074 1.494 -0.05
C 1.074 -1.877 2.362 -0.24
C 1.623 -0.883 3.348 -0.04
H -1.860 -2.633 3.945 0.08
H -1.238 -0.990 3.843 0.04
H -0.308 -2.244 4.657 0.11
H -1.827 -5.038 2.338 0.12
H -2.542 -4.275 0.930 0.08
H -2.712 -3.523 2.502 0.08
H -1.365 -4.760 -0.682 0.08
H -0.497 -5.852 0.388 0.12
H 0.285 -5.226 -1.057 0.08
H 3.267 -3.502 -0.674 0.06
H 1.841 -4.067 -1.512 0.07
H 2.563 -5.063 -0.254 0.12
H 3.754 -2.314 2.497 0.11
H 3.549 -1.008 1.333 0.07
H 4.012 -2.611 0.786 0.07
H 2.281 -0.160 2.865 0.09
H 2.212 -1.397 4.113 0.12
H 0.825 -0.343 3.844 0.03
C -2.576 -1.152 1.035 -0.35
H -2.565 -1.074 2.124 -0.01
H -3.052 -2.098 0.805 -0.01
H -3.227 -0.355 0.675 0.00
F -2.686 -4.701 -4.558 0.10
C -2.284 -3.907 -3.565 -0.27
C -0.947 -3.568 -3.471 0.01
C -0.538 -2.745 -2.436 -0.16
C -1.426 -2.247 -1.461 -0.43
C -2.771 -2.598 -1.639 -0.15
C -3.210 -3.424 -2.662 0.02
H -0.245 -3.940 -4.206 0.13
H 0.510 -2.487 -2.405 0.02
H -3.537 -2.204 -0.985 0.09
H -4.255 -3.680 -2.769 0.13



Results for electronic energy: -2826.45992 -2085.12107 -3264.12580 (in Ha, following the order of the records).